The following is a quantum chemistry calculation of a cluster of 12 separate species, C17H58N10O12 in total, from the OMol25 dataset.

Calculated values
* electronic energy: -2132.70418 a.u.
* spin multiplicity: 1
* net charge: 0
* SMILES string: NC(N)=O.NC(N)=O.NC(N)=O.NC(N)=O.NC(N)=O.CCO.CCO.CCO.CCO.CCO.CO.CO
* lowest unoccupied orbital energy: -1.0 eV
* energy above the lowest of the compared OMol25 structures with the same formula, charge and spin: 166.0 kcal/mol
* F_max: 15.2 eV/A
* HOMO energy: -8.007 eV

Positions of all 97 atoms, in Å:
C -5.35735 1.88757 2.68612
C -4.55335 1.59957 1.45712
O -3.14335 1.71957 1.78212
H -5.13135 1.20557 3.55112
H -6.41335 1.62157 2.51512
H -5.25935 2.90457 3.02412
H -4.92435 2.20657 0.62212
H -4.71435 0.60357 1.01512
H -2.62135 1.60057 0.97412
C 2.10665 -5.80543 1.86212
C 1.03365 -4.75243 1.50612
O 1.69265 -3.63643 0.95412
H 1.73365 -6.81443 2.00512
H 2.75165 -5.57643 2.67212
H 2.77265 -5.94443 1.00812
H 0.35165 -4.52843 2.35712
H 0.27365 -5.16743 0.93412
H 1.13165 -3.35043 0.23412
C 1.68365 -1.89243 3.81712
C 2.30365 -0.95543 2.75812
O 3.73065 -0.62743 2.98812
H 0.63965 -2.12043 3.60712
H 1.52565 -1.44643 4.77212
H 2.24865 -2.77043 3.92212
H 1.66765 -0.07943 2.69512
H 2.21765 -1.46943 1.80512
H 4.08865 -0.23143 2.15112
C 3.29165 1.64457 -3.43788
C 3.36665 0.49557 -4.39288
O 2.05765 -0.09643 -4.59888
H 2.62865 2.40657 -3.80688
H 4.28765 2.00757 -3.25388
H 3.01365 1.37757 -2.44088
H 4.06865 -0.23943 -4.00888
H 3.69265 0.72757 -5.39088
H 1.99865 -0.71843 -5.30388
C -3.80035 -2.39343 2.27012
C -2.43935 -1.79843 2.46012
O -1.43935 -2.54143 1.84612
H -4.57935 -1.75743 2.73712
H -3.85335 -3.47443 2.62012
H -3.85035 -2.48543 1.14612
H -2.04535 -1.86243 3.44912
H -2.45535 -0.82843 1.95712
H -0.76435 -1.96243 1.55512
C 0.44765 -1.97143 -2.05588
O 0.23665 -3.00643 -1.15088
N 1.51765 -1.22243 -2.12888
N -0.47435 -1.52243 -2.86988
H 2.31865 -1.57443 -1.63188
H 1.83265 -0.53643 -2.79688
H -1.41835 -2.06843 -2.80288
H -0.50635 -0.65343 -3.34288
C 0.79565 4.20957 -0.19788
O 0.18765 5.12757 -1.02988
N 1.87665 3.43757 -0.41688
N 0.52865 4.00357 1.10412
H 2.28165 3.78257 -1.29488
H 2.61065 3.06057 0.15812
H -0.33835 4.48957 1.42912
H 1.20165 3.90757 1.82612
C -2.58035 1.51557 -1.77188
O -2.89535 0.44657 -0.99288
N -3.39235 2.12557 -2.62688
N -1.31435 1.88257 -1.92488
H -4.39135 2.12757 -2.54188
H -3.07035 2.94757 -3.25588
H -0.49435 1.67657 -1.21488
H -1.18035 2.82057 -2.37088
C -1.02835 0.94657 -5.21488
O -0.46635 0.65057 -6.41888
N -0.33735 0.98557 -4.10388
N -2.21635 1.29157 -5.13388
H 0.62365 0.59557 -4.16088
H -0.78135 1.08857 -3.06988
H -2.78535 0.92457 -5.98188
H -2.74535 1.18557 -4.29588
C 0.41965 0.58657 0.55012
O 0.06465 -0.77043 0.69412
N 0.04065 1.40457 1.47612
N 0.80265 1.09457 -0.47688
H -0.21535 1.07657 2.39512
H 0.32765 2.40157 1.30212
H 0.92565 0.22657 -1.05988
H 1.29165 2.02857 -0.59888
C 4.33165 -0.81243 -0.46888
O 3.69465 -2.02943 -0.60588
H 5.12865 -0.76143 0.28112
H 3.66265 -0.03643 -0.12888
H 4.72165 -0.44343 -1.41988
H 3.83365 -2.58643 0.18212
C -1.12335 1.64157 4.84812
O -1.87435 0.78957 4.02912
H -0.14235 1.59557 4.39712
H -1.17735 1.35757 5.89212
H -1.50735 2.62657 4.62112
H -2.26235 1.25457 3.29012

Cartesian forces (eV/Å) of the 2 atoms listed first:
-0.697 -1.710 1.079
0.388 -1.035 -0.473

Partial atomic charges computed with the Mulliken method, in multiples of e: C -1.44; C 0.00; O -0.53; H 0.28; H 0.40; H 0.35; H 0.23; H 0.35; H -0.02; C -1.38; C -0.21; O -0.15; H 0.37; H 0.31; H 0.29; H 0.20; H 0.51; H 0.18; C -1.37; C 1.61; O -0.67; H 0.16; H 0.41; H 0.35; H -0.30; H -0.45; H 0.27; C -0.77; C -0.52; O -0.43; H 0.39; H 0.50; H -0.07; H 0.30; H 0.45; H 0.18; C -1.29; C 0.78; O -0.57; H 0.28; H 0.34; H 0.26; H 0.27; H -0.25; H 0.35; C 0.27; O -0.85; N -0.30; N -0.07; H 0.32; H -0.21; H 0.31; H -0.02; C 0.34; O -0.64; N -0.44; N -0.46; H 0.24; H 0.31; H 0.25; H 0.31; C 0.40; O -0.65; N -0.40; N 0.10; H 0.21; H 0.30; H -0.07; H 0.39; C 0.42; O -0.78; N -0.37; N -0.39; H 0.17; H 0.43; H 0.31; H 0.31; C -0.34; O -0.25; N 0.91; N 1.24; H -0.22; H 0.12; H -1.19; H 0.10; C -0.37; O -0.62; H 0.49; H -0.22; H 0.23; H 0.32; C -0.68; O -0.32; H 0.19; H 0.22; H 0.28; H 0.41

---

The following is a quantum chemistry calculation of a cluster of 12 separate species, C17H58N6O12 in total, from the OMol25 dataset.

Calculated values
* electronic energy: -1913.78005 a.u.
* spin multiplicity: 2
* net charge: -1
* lowest unoccupied orbital energy (spin up / spin down): 2.0 / 1.9 eV
* F_max: 6.5 eV/A
* HOMO energy (spin up / spin down): 0.417 / -6.648 eV

Positions of all 93 atoms, in Å:
C 1.07182 0.44975 -3.99903
O 2.27247 -0.26507 -3.93452
H 0.30859 -0.22972 -3.61971
H 1.11996 1.25114 -3.26177
H 0.77289 0.71572 -5.01293
H 2.18688 -1.08598 -4.42482
C 1.18532 3.50731 1.42367
O 2.17096 4.43870 1.20545
H 0.48061 3.69223 0.61293
H 1.43910 2.45024 1.34436
H 0.75109 3.56403 2.42183
H 1.73858 5.28055 1.04440
C 5.34696 0.90030 -3.83255
O 4.32990 1.00300 -2.84206
H 6.28519 1.06533 -3.30285
H 5.46492 -0.13112 -4.16475
H 5.27846 1.55196 -4.70361
H 3.59067 0.55435 -3.25902
C -2.83568 2.30733 -3.86285
O -3.62151 2.03594 -4.97719
H -2.87491 3.39573 -3.81863
H -3.46694 1.84980 -3.10110
H -1.83125 1.88990 -3.93336
H -4.46606 2.37628 -4.67304
C 5.15378 -0.63843 0.18817
O 6.10664 0.11242 0.18046
N 4.89338 -1.52556 1.18026
N 4.12101 -0.58468 -0.64778
H 4.16144 -2.20271 1.01955
H 5.22092 -1.31975 2.11325
H 4.10123 0.10839 -1.38219
H 3.46040 -1.34866 -0.65160
C -0.14326 0.48744 -0.62655
O -1.02562 0.62776 -1.46874
N -0.39389 0.32249 0.61382
N 1.09389 0.40860 -0.89181
H -1.29604 0.35105 1.06706
H 0.32988 -0.04934 1.21214
H 1.38755 0.42212 -1.85808
H 1.54779 -0.19770 -0.22362
C 1.67476 -3.45229 -0.66482
O 2.62182 -2.88089 -0.15249
N 0.73568 -2.85679 -1.39258
N 1.53586 -4.71872 -0.62381
H 0.00061 -3.33308 -1.89548
H 0.75246 -1.85617 -1.25633
H 2.14143 -5.21844 0.01154
H 0.60246 -5.06807 -0.78762
C -3.15321 -2.63067 -5.20828
C -3.22377 -1.81027 -3.91071
O -2.54078 -2.37574 -2.89615
H -2.19234 -3.06631 -5.48223
H -3.69894 -2.28958 -6.08802
H -3.64697 -3.59082 -5.05859
H -4.26330 -1.71188 -3.59797
H -2.77235 -0.84083 -4.12166
H -2.28014 -1.68233 -2.28555
C -1.78184 -2.95664 2.15433
C -2.77135 -2.78558 0.99130
O -4.08672 -2.82771 1.54986
H -2.08214 -2.23619 2.91516
H -0.73422 -2.77197 1.91668
H -1.66310 -3.91434 2.66111
H -2.62708 -3.57643 0.25520
H -2.62155 -1.81623 0.51587
H -4.50462 -1.96412 1.51544
C 2.15059 0.52915 3.82799
C 1.81942 -0.87704 3.34988
O 1.94087 -0.88181 1.97825
H 2.15769 0.46712 4.91620
H 1.36987 1.22505 3.52092
H 3.12834 0.96280 3.61812
H 0.77169 -1.04820 3.59697
H 2.33296 -1.61040 3.97162
H 2.81215 -1.18878 1.71700
C -3.03334 2.86764 0.62959
C -3.04545 1.93107 1.89828
O -2.01742 2.54592 2.67433
H -2.15952 2.60636 0.03269
H -2.77378 3.90779 0.82662
H -3.99762 2.93730 0.12619
H -2.73455 0.88811 1.83768
H -3.97454 2.17517 2.41336
H -2.07439 3.50418 2.68424
C -2.62790 2.28357 5.87810
C -1.38041 1.35645 5.78279
O -1.44280 0.56937 4.60125
H -2.54546 3.27368 5.42978
H -2.94526 2.42861 6.91074
H -3.50145 1.94212 5.32275
H -1.30176 0.75260 6.68683
H -0.46534 1.93369 5.65038
H -1.30039 1.20943 3.90007

Cartesian forces (eV/Å) of the 2 atoms listed first:
-1.166 -0.891 0.383
1.064 0.252 -0.083

Partial atomic charges computed with the Mulliken method, in multiples of e: C -1.54; O 0.59; H 0.67; H 0.38; H 0.25; H -0.21; C -0.03; O -0.55; H 0.22; H -0.08; H 0.08; H 0.34; C -0.84; O -0.64; H 0.30; H 0.28; H 0.28; H 0.17; C -0.41; O -0.53; H 0.36; H 0.24; H 0.01; H 0.33; C 0.45; O -0.71; N -0.48; N 0.40; H 0.43; H 0.19; H 0.30; H -0.15; C -0.05; O -0.72; N 2.06; N 0.46; H -0.78; H -0.46; H -0.05; H -0.52; C -3.25; O 0.96; N 1.51; N -0.40; H -0.03; H -0.11; H 0.48; H 0.30; C -1.64; C 0.19; O -0.16; H 0.46; H 0.40; H 0.33; H 0.28; H -0.01; H 0.10; C -0.93; C 0.18; O -0.45; H 0.15; H 0.10; H 0.56; H 0.22; H -0.23; H 0.29; C -0.71; C -0.71; O 0.04; H 0.41; H -0.13; H 0.32; H 0.17; H 0.59; H -0.20; C -1.14; C 0.05; O -0.31; H 0.16; H 0.44; H 0.38; H -0.10; H 0.35; H 0.19; C -0.95; C -0.28; O -0.39; H 0.24; H 0.36; H 0.23; H 0.38; H 0.21; H 0.11

---

The following is a quantum chemistry calculation of a cluster of 12 separate species, C17H58N8O12 in total, from the OMol25 dataset.

Calculated values
* electronic energy: -2023.26682 a.u.
* spin multiplicity: 1
* net charge: 0
* SMILES string: NC(N)=O.NC(N)=O.NC(N)=O.NC(N)=O.CCO.CCO.CCO.CCO.CCO.CO.CO.CO
* lowest unoccupied orbital energy: 0.2 eV
* energy above the lowest of the compared OMol25 structures with the same formula, charge and spin: 123.6 kcal/mol
* F_max: 8.4 eV/A
* HOMO energy: -8.920 eV

Positions of all 95 atoms, in Å:
C 3.61810 3.83846 1.31858
C 2.47555 3.36502 0.55814
O 2.40681 3.98478 -0.65372
H 4.46601 3.58422 0.76648
H 3.79916 3.41249 2.28163
H 3.46753 4.89431 1.46015
H 1.40987 3.61509 0.90595
H 2.54318 2.26815 0.52152
H 1.83683 3.53343 -1.23746
C 4.22119 -2.50328 -0.05486
C 5.60802 -2.12451 0.29281
O 5.72941 -2.05513 1.70238
H 3.74355 -3.27812 0.45641
H 4.23136 -2.84454 -1.10757
H 3.53531 -1.67903 0.07458
H 5.89071 -1.22246 -0.26377
H 6.27992 -2.81283 -0.02957
H 6.64963 -1.82730 1.79606
C 0.34122 0.38349 -0.45023
C -0.95204 0.22660 0.30060
O -1.47902 -1.05471 -0.06946
H 0.11997 0.72912 -1.44036
H 0.94170 -0.46730 -0.62901
H 0.91576 1.08762 0.09275
H -1.57934 1.07562 0.02803
H -0.74117 0.13131 1.40265
H -0.96565 -1.77781 0.29787
C 3.21211 0.63851 -1.82914
C 2.82221 -0.22939 -2.99335
O 3.61826 -1.43262 -3.16902
H 2.46511 1.50209 -1.72370
H 4.22072 1.06600 -2.02678
H 3.16769 0.19120 -0.78878
H 2.93497 0.48143 -3.76007
H 1.69857 -0.37453 -2.89819
H 3.13327 -2.17844 -3.54651
C -3.87201 -0.90714 2.44038
C -4.34330 0.02776 1.34695
O -3.60304 1.22467 1.38050
H -4.18933 -0.41274 3.40010
H -2.74378 -0.98697 2.42074
H -4.36829 -1.94488 2.48068
H -5.41917 0.26423 1.24561
H -4.11667 -0.59091 0.40958
H -3.47792 1.54426 0.46078
C 2.30958 -0.86631 2.79629
O 0.97757 -1.23284 3.08605
N 2.57309 0.27731 2.37178
N 3.29322 -1.71308 2.84162
H 1.76799 0.85218 2.12789
H 3.47487 0.40790 1.88017
H 2.93506 -2.56184 3.25140
H 4.24421 -1.66017 2.42080
C -1.04534 -0.06909 -3.54845
O -1.52293 1.13260 -3.25553
N -1.09299 -1.05859 -2.72752
N -0.65956 -0.41118 -4.73313
H -1.45069 -0.90293 -1.73158
H -0.69612 -1.99018 -2.88580
H -0.34694 0.38438 -5.34747
H -0.25603 -1.36351 -4.98821
C -4.24029 -4.02525 -1.44511
O -3.60251 -5.22305 -1.32335
N -5.09529 -3.76540 -2.43629
N -3.88904 -2.92826 -0.81583
H -5.46921 -4.64935 -2.84803
H -5.72210 -2.97540 -2.50285
H -3.00541 -3.03317 -0.28034
H -4.21668 -1.95479 -1.08372
C -0.62663 1.58770 3.51612
O 0.43110 1.79865 2.62017
N -1.01321 0.47058 3.98672
N -1.29121 2.52428 4.09806
H -0.40658 -0.26130 3.73631
H -2.06873 0.27129 4.01236
H -0.88298 3.42460 3.81295
H -1.42595 2.53562 5.15624
C -0.97029 3.68560 -0.53145
O -1.98159 4.29296 -1.27830
H -0.51391 2.91981 -1.11833
H -1.31284 3.25908 0.39067
H -0.24082 4.45253 -0.25180
H -2.52989 4.84889 -0.75578
C 0.50271 -3.52604 0.03873
O -0.81010 -3.67460 0.20451
H 0.78449 -2.51882 0.42965
H 0.71639 -3.35425 -0.98683
H 1.04574 -4.40345 0.45976
H -0.97933 -4.59963 0.07966
C -4.53696 2.69595 -1.14215
O -3.58108 1.70763 -1.38114
H -4.80901 3.25225 -2.05748
H -4.16143 3.32908 -0.33094
H -5.34796 2.23265 -0.65359
H -2.90736 2.01375 -2.04728

Cartesian forces (eV/Å) of the 2 atoms listed first:
-0.371 1.273 1.103
-4.065 -1.588 1.382

Partial atomic charges computed with the Mulliken method, in multiples of e: C -1.76; C 1.70; O -0.67; H 0.46; H 0.39; H 0.40; H -0.07; H -0.76; H 0.37; C -0.69; C -0.60; O -0.55; H 0.58; H 0.34; H -0.23; H 0.31; H 0.53; H 0.29; C -0.20; C 2.81; O 0.39; H 0.40; H -0.03; H -0.40; H -1.53; H -0.55; H 0.08; C -0.28; C 0.21; O -0.57; H -0.05; H 0.55; H -0.37; H 0.36; H -0.15; H 0.32; C -0.89; C 0.41; O -0.52; H 0.31; H -0.12; H 0.34; H 0.51; H -0.33; H -0.01; C 0.46; O -0.85; N 0.06; N -0.29; H -0.14; H 0.30; H 0.23; H 0.22; C 0.28; O -0.75; N 0.01; N -0.33; H -0.16; H 0.22; H 0.32; H 0.21; C 0.61; O -0.71; N -0.41; N -0.11; H 0.25; H 0.20; H -0.12; H 0.12; C -0.19; O -0.52; N -0.20; N -0.48; H 0.54; H 0.14; H 0.33; H 0.26; C -0.22; O -0.60; H -0.22; H 0.18; H 0.50; H 0.32; C -0.35; O -0.50; H -0.38; H 0.26; H 0.44; H 0.35; C -0.81; O -0.31; H 0.29; H 0.19; H 0.34; H 0.28

---

The highest electronic energy belongs to which entry? C17H58N6O12

---

Look up the spin multiplicity of the first one. 1

---

The lowest electronic energy belongs to which entry? C17H58N10O12

---

What is the formula in the first record? C17H58N10O12